{
  "formula": "C4H5LiO5Rb",
  "method": "ωB97M-V with the def2-TZVPD basis set",
  "e_tot_ev": -15311.852,
  "homo_ev": [-12.088, -15.682],
  "lumo_ev": [-7.1, -7.1],
  "spin_multiplicity": 2,
  "homo_lumo_gap_ev": [5.00, 8.59],
  "de_lowest_ev": 0.000,
  "charge": 2,
  "symbols": ["O", "C", "O", "O", "C", "C", "Rb", "H", "H", "H", "H", "Li", "O", "C", "O", "H"],
  "positions_angstrom": [[0.62123, 1.22597, 2.96705], [-0.36444, 1.61264, 2.37453], [-1.09225, 2.58359, 2.44273], [-0.74942, 0.62344, 1.30194], [-1.04436, -0.00082, -0.94596], [-0.69068, 0.95839, 0.09023], [-1.89950, 5.63489, 5.13766], [-0.99040, 0.47897, -1.93083], [-0.24226, -0.76112, -0.92768], [-2.04184, -0.41346, -0.72867], [-0.26613, 1.94034, -0.14907], [1.80377, -0.16722, 3.16048], [-1.85568, -4.65077, -2.59694], [-2.22594, -5.46926, -3.37681], [-2.55383, -6.70365, -3.13422], [-2.92080, -7.13968, -3.91814]],
  "nbo_charge": [-0.825, 0.980, -0.621, -0.426, -0.744, 0.564, 1.000, 0.276, 0.301, 0.302, 0.206, 0.988, -0.546, 0.684, -0.658, 0.520]
}


{
  "formula": "C36H84",
  "method": "ωB97M-V with the def2-TZVPD basis set",
  "e_tot_ev": -38680.216,
  "smiles": "CCCCCC.CCCCCC.CCCCCC.CCCCCC.CCCCCC.CCCCCC",
  "homo_ev": -10.124,
  "lumo_ev": 0.8,
  "homo_lumo_gap_ev": 10.92,
  "de_lowest_ev": 13.896,
  "charge": 0,
  "symbols": ["C", "C", "C", "C", "C", "C", "H", "H", "H", "H", "H", "H", "H", "H", "H", "H", "H", "H", "H", "H", "C", "C", "C", "C", "C", "C", "H", "H", "H", "H", "H", "H", "H", "H", "H", "H", "H", "H", "H", "H", "C", "C", "C", "C", "C", "C", "H", "H", "H", "H", "H", "H", "H", "H", "H", "H", "H", "H", "H", "H", "C", "C", "C", "C", "C", "C", "H", "H", "H", "H", "H", "H", "H", "H", "H", "H", "H", "H", "H", "H", "C", "C", "C", "C", "C", "C", "H", "H", "H", "H", "H", "H", "H", "H", "H", "H", "H", "H", "H", "H", "C", "C", "C", "C", "C", "C", "H", "H", "H", "H", "H", "H", "H", "H", "H", "H", "H", "H", "H", "H"],
  "positions_angstrom": [[2.13578, 6.91451, 0.61177], [3.10578, 6.39051, -0.43423], [3.45778, 4.91151, -0.35723], [2.21378, 3.98951, -0.70523], [2.62178, 2.53951, -0.72023], [3.18078, 2.06051, -2.03923], [2.32678, 7.91651, 0.77077], [2.39878, 6.54951, 1.54477], [1.15578, 6.53151, 0.42077], [4.12478, 6.86951, -0.37323], [2.60078, 6.67051, -1.37323], [3.67978, 4.60751, 0.51277], [4.22978, 4.74351, -1.07223], [2.10278, 4.30351, -1.81223], [1.38478, 4.09351, 0.07677], [1.74878, 1.87751, -0.42623], [3.42478, 2.30051, -0.10223], [2.37878, 2.20351, -2.99423], [3.36778, 0.95851, -2.16123], [4.17978, 2.64851, -2.22923], [1.72978, -3.90949, -3.23123], [3.24378, -3.64349, -3.53323], [3.47278, -2.95549, -4.86923], [3.07278, -1.34349, -4.65023], [3.30978, -0.51749, -5.94523], [2.97278, 0.96251, -5.63623], [1.49578, -4.61449, -2.44123], [1.24378, -4.50849, -4.08123], [1.14678, -3.09549, -2.81623], [3.70578, -4.56449, -3.48023], [3.68978, -2.97849, -2.76923], [2.89678, -3.49549, -5.57323], [4.40178, -3.14949, -5.29223], [4.03278, -0.84549, -3.99323], [2.06878, -1.07149, -4.22823], [2.64278, -0.96249, -6.62823], [4.38678, -0.54949, -6.33323], [3.20378, 1.59351, -6.41923], [3.79578, 1.20951, -5.18123], [2.05878, 1.32951, -5.13923], [-0.01322, 1.01251, 3.05277], [1.30178, 1.54751, 3.52277], [1.22478, 2.53451, 4.74977], [2.52878, 2.97851, 5.16877], [3.50178, 3.69551, 4.24177], [4.92978, 3.95651, 4.59377], [-0.71622, 0.72851, 3.85777], [-0.08022, 0.12051, 2.31077], [-0.39222, 1.91651, 2.77277], [1.76078, 1.95651, 2.68777], [1.82378, 0.53751, 3.83977], [0.51778, 2.05651, 5.54977], [0.76578, 3.36851, 4.27477], [2.99278, 2.00751, 5.66877], [2.42478, 3.62051, 5.96977], [2.80178, 4.71751, 4.14477], [3.21278, 3.40151, 3.15777], [5.27178, 3.06851, 4.75277], [5.12378, 4.74551, 5.37477], [5.44678, 4.47651, 3.68177], [-0.17322, -6.89249, 2.60277], [-0.00422, -5.81149, 1.51377], [-1.34622, -5.13149, 1.01777], [-1.37622, -4.48149, -0.34723], [-0.65522, -3.12849, -0.21823], [-1.31222, -1.95949, 0.23277], [-0.66022, -6.37049, 3.27577], [0.75278, -7.05149, 2.97577], [-0.52422, -7.78849, 2.10277], [0.67978, -5.99549, 0.72977], [0.67278, -4.96549, 1.87577], [-1.71922, -4.25049, 1.93777], [-1.92022, -5.87749, 1.30377], [-2.46122, -4.23249, -0.56123], [-0.94722, -5.04649, -1.09023], [-0.28722, -2.78149, -1.14823], [0.34778, -3.32849, 0.38777], [-1.69922, -1.87749, 1.18277], [-2.15922, -1.51049, -0.45223], [-0.57522, -1.25049, 0.32677], [-1.82122, -0.05549, -4.76523], [-1.13322, -0.67849, -3.47323], [-0.63622, 0.43151, -2.49223], [-1.70422, 1.31551, -1.87423], [-1.17822, 1.97651, -0.54923], [-2.28822, 2.67551, 0.26677], [-2.29822, -0.81149, -5.27623], [-1.10622, 0.10051, -5.61023], [-2.68122, 0.81451, -4.33723], [-0.21322, -1.26149, -3.76123], [-1.88522, -1.32249, -2.96423], [-0.02922, 0.95551, -3.22723], [0.16978, 0.17351, -1.68023], [-2.37222, 0.54051, -1.31123], [-2.32122, 1.97051, -2.68023], [-0.25522, 2.62851, -0.85123], [-0.79422, 1.22851, 0.06277], [-3.08022, 1.95651, 0.75477], [-2.94022, 3.44551, -0.39923], [-2.10622, 3.28851, 0.94777], [-5.81922, 1.33351, 2.30177], [-5.06722, 0.10351, 2.85577], [-5.62722, -1.29749, 2.30577], [-4.87222, -2.52049, 2.60877], [-5.32422, -3.77749, 1.94077], [-6.65922, -4.15649, 2.21877], [-5.57222, 2.17851, 2.91377], [-6.95922, 1.27351, 2.52177], [-5.69822, 1.50051, 1.23577], [-5.19222, 0.12151, 3.87177], [-4.06122, 0.30351, 2.57177], [-5.86922, -1.07249, 1.28577], [-6.48122, -1.61449, 2.74077], [-4.60922, -2.47349, 3.58477], [-3.85622, -2.37149, 2.32877], [-4.74522, -4.65649, 2.38277], [-5.12722, -3.70949, 0.89377], [-7.48822, -3.66149, 1.59577], [-6.89422, -4.35649, 3.26677], [-6.85422, -5.20449, 1.87677]],
  "mulliken_charge": [-1.332, -0.387, -1.315, -0.038, 0.337, -1.324, 0.420, 0.279, 0.360, 0.352, 0.273, 0.705, 0.380, 0.180, 0.162, -0.265, 0.570, 0.004, 0.331, 0.273, -0.619, -0.640, -1.129, 0.266, -0.555, -1.526, 0.305, 0.316, -0.143, 0.478, 0.297, 0.516, 0.530, 0.121, -0.215, 0.413, 0.268, 0.570, 0.516, 0.233, -1.205, 0.396, -0.624, -0.761, 0.516, -1.334, 0.412, 0.068, 0.347, -0.218, 0.209, 0.244, 0.331, 0.291, 0.461, 0.133, -0.312, 0.483, 0.291, 0.272, -1.745, -0.609, -0.633, -0.794, 0.702, -0.593, 0.471, 0.512, 0.357, 0.601, 0.301, 0.052, 0.806, 0.180, 0.427, -0.750, -0.017, 0.518, 0.083, 0.028, -1.118, -0.017, 0.157, -0.509, 1.386, -1.919, 0.507, 0.311, 0.131, -0.237, 0.247, 0.274, -0.016, 0.026, 0.183, -0.367, -0.268, 0.111, 0.308, 0.837, -1.406, -0.182, -0.786, -0.159, 0.064, -1.491, 0.410, 0.339, 0.369, 0.438, 0.064, 0.356, 0.465, 0.452, -0.258, 0.151, 0.187, 0.301, 0.336, 0.458]
}